1.
The following is a DFT calculation (ωB97M-V/def2-TZVPD) of C3H5NO in the gas phase.

```
! wB97M-V def2-TZVPD RIJCOSX def2/J DEFGRID3
* xyz 0 1
H 0.887 -1.303 0.281
H -0.120 1.497 0.523
C 0.895 0.554 -1.025
C 1.085 -0.233 0.217
H -2.257 0.596 0.376
N -0.183 0.509 0.339
O -1.581 -1.288 0.012
H 0.340 -0.099 -1.718
C -1.430 -0.115 0.234
H 1.818 0.114 0.948
*
```

Properties
Electronic energy, a.u.: -247.1674
LUMO level, eV: 0.69
HOMO, eV: -8.3686



2.
The following is a DFT calculation (ωB97M-V/def2-TZVPD) of 13 unconnected molecules or ions with the total composition C71H169N11O13 in a non-equilibrium geometry.

```
! wB97M-V def2-TZVPD RIJCOSX def2/J DEFGRID3
* xyz 1 2
H -11.820 18.577 0.630
H -9.538 22.358 1.373
C -11.533 18.519 1.680
H -10.059 17.214 -10.202
H -9.305 21.317 -6.264
H -5.489 17.171 -7.970
H -13.409 20.872 -6.599
C -10.033 18.157 -9.657
H -7.322 14.846 -7.468
C -9.528 19.282 -4.653
C -5.161 13.524 -3.354
H -8.987 20.261 5.983
H -12.917 10.905 -5.244
H -16.884 17.498 -4.502
H -11.323 9.191 -5.785
H -10.481 18.622 -7.521
H -9.518 19.102 0.019
H -8.180 15.829 3.098
C -3.178 13.940 1.152
H -18.641 13.429 -5.104
O -6.787 16.499 -9.369
C -13.739 20.028 -7.204
H -12.545 11.243 -2.445
H -2.875 14.717 1.855
H -5.096 14.304 -8.978
H -13.764 19.155 -2.087
O -3.391 19.530 2.059
C -16.796 19.519 -4.988
H -8.351 18.646 -10.688
H -17.570 17.880 -6.188
H -12.125 21.553 -4.074
C -15.557 13.209 -3.152
H -8.215 15.139 4.666
H -17.148 11.223 -0.991
H -13.915 20.796 -2.562
H -13.820 19.264 -4.504
C -16.805 12.394 -2.701
C -10.322 15.183 -4.645
H -7.500 19.959 3.746
H -18.045 13.702 -1.419
H -12.828 15.941 -4.945
H -19.401 11.825 -5.315
H -4.790 13.048 -0.758
H -5.786 17.566 2.354
H -2.634 17.633 1.740
O -12.281 19.666 -3.341
H -2.402 13.175 1.173
H -12.287 17.104 -3.761
H -11.333 7.008 -2.061
O -3.520 14.612 -0.046
H -12.615 20.408 -1.447
H -12.787 13.398 -2.982
H -8.819 10.834 1.767
N -10.178 19.702 3.365
C -8.078 11.165 1.039
H -10.615 19.459 -11.419
N -4.194 17.148 -0.530
N -6.776 11.178 3.082
H -16.066 10.048 -5.927
H -7.505 10.342 0.611
C -10.465 7.712 -4.491
C -15.730 13.773 -4.617
H -2.685 15.522 -2.322
H -8.564 12.801 3.543
H -13.091 19.167 -7.042
H -3.255 15.663 -7.631
H -5.032 16.893 -1.033
H -5.368 14.066 -4.277
N -11.991 9.718 -3.043
H -8.527 18.876 1.415
H -6.206 15.270 -6.260
C -6.895 15.737 -10.660
H -4.091 16.326 -4.108
O -11.659 15.618 -1.245
C -3.959 13.672 -1.089
H -7.955 15.727 -10.914
H -12.447 15.750 -7.279
H -7.763 21.056 2.460
H -18.453 13.857 -3.077
H -10.591 14.510 -5.459
H -17.542 21.541 -5.381
H -14.004 7.308 -4.419
H -8.826 19.789 -3.990
H -16.309 13.155 -6.512
H -8.820 13.359 -1.696
H -17.806 20.059 -3.097
C -10.549 19.641 1.922
H -6.866 16.099 4.201
O -12.150 18.900 -10.142
H -11.775 8.053 -0.793
H -6.125 13.198 -2.962
H -16.536 14.490 -4.774
H -12.783 15.725 -9.646
H -4.766 16.729 -9.530
C -15.231 19.583 -6.960
H -6.141 13.654 -6.879
C -16.067 20.768 -7.528
H -9.778 11.117 -2.178
C -17.772 20.510 -5.649
H -14.163 10.569 -4.229
O -12.828 10.382 -2.130
H -4.195 15.491 -6.430
H -8.212 16.551 -3.382
C -10.775 9.174 -2.372
C -17.453 18.171 -5.144
C -16.290 11.763 -1.393
C -13.622 7.980 -3.651
C -5.583 17.481 -4.483
H -14.663 12.585 -3.157
C -8.885 14.714 -4.276
C -12.545 16.054 -3.898
C -17.053 10.496 -6.046
H -10.150 7.528 -0.997
H -5.987 10.624 2.780
C -18.084 13.135 -2.349
C -9.072 14.173 -1.016
N -3.291 15.078 -2.997
H -5.231 18.694 0.329
H -9.424 22.007 5.728
H -15.999 20.748 -8.616
O -4.416 16.760 -4.901
H -9.020 18.845 -5.512
N -10.754 15.576 -2.254
C -12.255 14.952 -9.087
H -9.494 23.088 3.655
H -17.567 9.653 -3.210
H -7.276 21.610 4.077
H -7.437 15.101 -2.814
O -18.123 10.425 -3.340
C -15.407 18.332 -7.810
H -9.553 16.638 -0.058
C -2.243 20.060 2.722
C -8.405 15.517 -3.093
C -10.022 10.213 -1.620
H -11.072 22.251 3.847
H -15.687 21.721 -7.161
H -4.641 16.199 2.146
H -6.072 18.096 -5.239
C -9.329 15.410 -1.854
H -11.035 23.131 1.760
H -12.380 18.549 2.366
H -16.178 20.873 -3.337
H -18.828 20.349 -5.432
C -10.569 17.809 -8.243
O -6.919 14.146 3.242
C -11.639 8.410 -5.094
H -9.954 17.074 -7.724
H -10.551 22.241 -5.939
H -11.634 21.052 0.509
H -10.650 10.633 -0.835
N -17.133 11.350 -3.742
C -3.153 18.467 1.267
H -1.436 20.139 1.993
H -6.067 16.432 1.042
C -5.221 15.070 -8.213
H -15.104 12.184 -5.823
H -12.214 21.020 2.136
H -6.488 14.728 -10.592
H -11.051 17.562 1.879
H -2.790 14.328 -3.452
C -13.170 20.041 -2.310
H -10.015 18.485 -4.091
C -9.305 19.520 1.003
H -6.148 16.106 -11.362
H -4.104 13.559 1.581
H -9.088 9.815 -1.224
H -8.452 13.703 1.994
C -16.776 19.968 -3.443
C -16.035 12.689 -5.566
C -17.578 20.658 -7.170
C -7.544 15.331 3.829
H -3.205 12.928 -1.346
N -9.894 21.613 -5.499
C -5.290 16.913 1.637
H -12.487 13.999 -9.562
H -8.230 14.313 -0.337
O -9.684 18.477 3.844
C -9.758 8.675 -3.457
H -12.936 18.337 -11.798
H -2.616 21.066 2.915
H -17.750 9.720 -5.730
H -11.033 13.076 -2.932
H -10.614 20.712 5.613
H -12.729 20.075 -11.681
H -13.971 9.665 -5.860
H -14.909 18.490 -8.766
H -10.395 18.047 4.325
C -4.430 14.482 -2.315
H -13.410 15.902 -3.253
C -5.502 16.442 -8.780
H -14.814 14.268 -4.941
H -10.859 6.812 -4.018
H -1.925 19.523 3.615
C -8.932 16.605 -0.953
C -11.005 7.914 -1.552
H -18.221 21.466 -7.518
N -4.029 15.083 -7.338
H -18.432 12.558 -6.575
H -6.408 11.791 3.796
C -11.826 13.618 -3.447
O -12.584 14.906 -7.716
H -16.449 18.137 -8.066
C -11.371 15.085 -3.506
H -18.024 19.795 -7.664
H -11.197 15.159 -9.244
C -7.241 11.975 2.044
H -15.579 10.969 -1.619
H -17.161 10.627 -7.123
C -9.576 20.976 5.409
N -8.624 18.566 -9.719
H -9.959 13.879 -0.455
C -13.523 10.050 -4.943
H -6.295 16.765 -4.072
H -6.420 12.309 1.409
C -10.084 22.212 3.387
H -2.574 18.826 0.416
C -4.544 17.929 0.692
C -18.506 12.420 -5.496
H -11.842 13.226 -4.464
H -13.129 7.317 -2.940
H -3.775 16.270 -0.258
O -14.538 18.698 -4.795
H -15.787 12.513 -0.783
H -14.092 19.304 -10.706
H -8.242 15.013 -5.104
H -5.248 18.155 -3.694
H -10.741 21.128 -2.997
H -10.531 20.258 -9.998
C -12.704 9.055 -4.171
C -10.470 22.212 1.918
H -18.904 12.428 -2.220
H -13.483 20.367 -8.208
C -11.414 20.781 -3.781
H -11.210 19.973 -5.728
H -8.744 13.636 -4.197
H -8.833 8.211 -3.116
C -10.537 20.420 -4.997
C -6.282 14.691 -7.181
H -10.226 16.074 -5.264
C -9.415 20.911 3.842
H -4.622 12.592 -3.526
C -11.299 20.987 1.544
H -11.709 16.561 -1.073
H -15.321 14.058 -2.510
H -14.527 8.448 -3.262
H -8.752 20.409 0.699
C -17.222 11.703 -5.146
C -7.895 13.174 2.767
H -7.874 16.625 -0.689
H -18.492 18.214 -4.817
C -13.102 19.198 -11.151
H -8.048 17.766 -9.500
H -9.398 9.567 -3.971
H -5.254 15.150 -2.066
H -14.934 17.476 -7.328
H -16.309 19.208 -2.816
H -9.735 7.536 -5.280
H -9.028 17.524 -1.532
N -15.460 19.549 -5.516
H -11.613 17.498 -8.237
H -8.450 11.841 0.269
C -7.935 20.935 3.530
C -10.827 19.275 -10.365
H -12.132 7.580 -5.600
*
```

Properties
Electronic energy, a.u.: -4386.2111
⟨S²⟩: 0.754
LUMO level (spin up / spin down), eV: -1.94 / -6.12
HOMO (spin up / spin down), eV: -9.6464 / -9.6464



> Number 2 is which compound?

C71H169N11O13



Copy entry 1 word for word.
The following is a DFT calculation (ωB97M-V/def2-TZVPD) of C3H5NO in the gas phase.

```
! wB97M-V def2-TZVPD RIJCOSX def2/J DEFGRID3
* xyz 0 1
H 0.887 -1.303 0.281
H -0.120 1.497 0.523
C 0.895 0.554 -1.025
C 1.085 -0.233 0.217
H -2.257 0.596 0.376
N -0.183 0.509 0.339
O -1.581 -1.288 0.012
H 0.340 -0.099 -1.718
C -1.430 -0.115 0.234
H 1.818 0.114 0.948
*
```

Properties
Electronic energy, a.u.: -247.1674
LUMO level, eV: 0.69
HOMO, eV: -8.3686



> Which value of electronic energy does entry 2 give?

-4386.2111 a.u.